# C4H9NO

A 2-piece molecular cluster, C4H9NO overall (ωB97M-V/def2-TZVPD, OMol25).

XYZ file:
```
15
Properties=species:S:1:pos:R:3:forces:R:3:nbo_charge:R:1
C 2.253961 0.627835 -0.337695 0.48 -0.11 -0.77 -0.569
C 1.319415 0.064670 -1.103941 0.70 0.12 -0.39 -0.254
N -0.817775 -0.246121 0.034176 -0.15 0.18 0.59 -0.512
C -1.927188 -1.146366 -0.107480 -0.34 -0.17 0.04 -0.418
C -0.836888 0.550514 1.014946 -0.37 -0.39 -0.05 0.430
O 0.181333 1.333569 1.371659 0.04 -0.18 0.17 -0.694
H 2.988285 0.035360 0.193203 -0.03 0.02 0.07 0.209
H 0.988201 0.978445 0.915798 -0.60 0.40 0.07 0.506
H 2.356380 1.709959 -0.313763 0.07 -0.12 0.08 0.210
H 1.225147 -1.008766 -1.218273 0.09 0.14 0.03 0.201
H 0.625888 0.663673 -1.684072 0.19 -0.09 0.05 0.204
H -1.566298 -2.177707 -0.011874 -0.11 0.14 -0.03 0.197
H -2.395106 -1.052752 -1.093700 0.10 0.03 0.12 0.197
H -2.689379 -0.975641 0.665424 -0.11 -0.11 -0.09 0.168
H -1.705974 0.643329 1.675585 0.03 0.14 0.09 0.125
```
Forces are in eV/Å.

SMILES	C/N=C/O.C=C
energy above the lowest of the compared OMol25 structures with the same formula, charge and spin	2.6447	eV
orbital gap	9.976	eV
E_HOMO	-8.915	eV